(1)
Molecular formula: FH4NSi
Method: DFT, wB97M-V/def2-TZVPD

Structure (XYZ):
```
7
Properties=species:S:1:pos:R:3:forces:R:3
N 1.363189 -1.145081 -0.227156 0.13 -3.70 1.32
F -1.152146 1.633620 -0.677018 -0.10 -0.11 0.57
Si -1.788870 1.281504 0.798615 1.02 0.43 -0.29
H 2.016434 -0.649128 -0.693890 3.23 1.39 -2.39
H 0.764082 -0.418107 -0.066040 -2.46 1.82 1.48
H 1.853565 -1.490291 0.614502 -0.89 0.51 -0.42
H -3.056255 0.787483 0.250987 -0.93 -0.34 -0.26
```
Forces are in eV/Å.

Largest force on an atom   4.249 eV/Å
Molecular weight   65.1 g/mol
HOMO energy   -9.315 eV
Kohn-Sham gap   0.312 Ha
Relative energy (zero: lowest compared OMol25 entry of this formula, charge and spin)   245.1 kJ/mol
Multiplicity   1
LUMO level   -0.838 eV

Results of the natural (NBO) charge analysis, in e, for atoms 1 through 2: atom 1 (N): -1.046, atom 2 (F): -0.699


(2)
Molecular formula: C26H32BaBrN6O
Method: DFT, wB97M-V/def2-TZVPD

Structure (XYZ):
```
67
Properties=species:S:1:pos:R:3:forces:R:3
Ba 0.154062 0.615738 1.411088 1.15 1.88 2.58
C -3.087360 -0.956605 4.079383 0.00 0.03 0.03
C -1.960602 -0.016689 4.407615 -0.04 -0.04 -0.10
C -0.699177 -0.500706 4.751911 0.00 0.00 0.05
C 0.318909 0.367759 5.129161 0.05 0.00 -0.01
C 0.098560 1.738711 5.148110 0.06 0.02 -0.03
C -1.151259 2.232964 4.796145 0.00 0.02 -0.01
C -2.169438 1.362615 4.432800 0.03 -0.02 -0.02
H -3.728817 -1.080576 4.954153 -0.02 -0.03 -0.02
H -2.716788 -1.940173 3.795346 -0.01 0.00 -0.01
H -3.704902 -0.569913 3.269132 0.00 -0.02 -0.01
H -0.531846 -1.571411 4.783609 0.01 0.00 -0.05
H 1.273693 -0.031084 5.451077 0.00 0.00 -0.02
H 0.879513 2.414671 5.473001 0.00 0.00 -0.01
H -1.340551 3.298642 4.841335 -0.01 -0.01 0.00
H -3.155211 1.752085 4.203208 0.01 0.00 -0.03
N 1.522356 1.776212 -0.684699 0.18 0.11 -0.47
C 0.783865 2.930768 -1.242689 0.05 0.07 0.18
C 0.635669 4.034876 -0.189513 -0.18 -0.03 -0.10
C -0.746468 4.690946 -0.184053 0.03 -0.16 0.08
C -1.891364 3.744193 0.170227 0.05 0.10 -0.02
N -1.629166 3.024643 1.434177 -0.01 0.11 -0.15
H 2.491823 2.046054 -0.549228 0.04 -0.05 -0.01
H 1.535635 1.027877 -1.375036 0.12 0.02 -0.01
H -0.199171 2.564806 -1.541734 0.03 -0.02 -0.07
H 1.281490 3.328551 -2.129780 -0.12 -0.03 -0.08
H 1.386892 4.810126 -0.344399 0.07 -0.05 0.06
H 0.817381 3.599093 0.797477 0.08 0.07 0.03
H -0.953214 5.128874 -1.162962 -0.02 0.05 0.02
H -0.738516 5.514132 0.536038 0.00 0.04 -0.05
H -2.041238 2.995921 -0.609781 -0.01 -0.01 0.01
H -2.808891 4.336787 0.226844 -0.03 -0.06 -0.04
H -2.471730 2.520348 1.694743 0.02 0.00 0.05
H -1.472878 3.711812 2.166337 -0.04 -0.06 0.08
Br 3.589779 0.142733 -5.442344 -0.09 -0.10 0.04
C 2.351075 -1.253125 -5.087056 0.14 0.05 0.00
C 1.039526 -0.930265 -4.777368 -0.02 0.01 0.04
C 0.142983 -1.941023 -4.483317 -0.07 -0.14 -0.15
C 0.546718 -3.278747 -4.521309 0.48 0.83 -0.15
C 1.855457 -3.582677 -4.892289 -0.30 -0.13 0.10
C 2.765573 -2.573351 -5.152269 0.09 0.11 -0.03
N -0.363170 -4.341525 -4.334226 -0.28 -0.51 -0.18
N -1.214092 -4.352159 -3.432966 0.03 -0.57 -0.19
C -1.225608 -3.400486 -2.399672 -0.31 0.69 0.60
C -2.451546 -2.861650 -2.060004 0.41 -0.34 -0.34
C -2.563679 -1.805228 -1.160425 0.13 0.43 0.32
C -1.453355 -1.260178 -0.522686 -0.49 -0.62 -0.68
O -1.512576 -0.222317 0.262874 -1.58 -0.85 -1.03
C -0.191920 -1.925783 -0.739322 -0.13 -0.37 -0.23
N 0.863969 -1.511952 0.011169 0.33 -0.36 -0.25
C 2.018749 -2.133836 -0.106991 -0.16 0.06 -0.02
C 2.211198 -3.231082 -0.953156 0.00 -0.14 -0.11
C 1.163380 -3.663905 -1.721580 0.17 0.04 0.17
C -0.077161 -2.997464 -1.662787 -0.14 0.00 0.21
H 0.721420 0.103533 -4.768208 0.00 0.00 -0.02
H -0.884141 -1.698022 -4.242237 0.04 0.04 -0.03
H 2.153136 -4.621693 -4.960392 -0.01 0.00 -0.04
H 3.784722 -2.811970 -5.422686 0.00 0.01 0.00
H -3.327231 -3.245287 -2.568482 -0.02 0.02 0.01
H -3.530064 -1.362444 -0.955148 0.00 -0.01 -0.01
H 2.835873 -1.770405 0.508977 0.00 0.00 0.00
H 3.167988 -3.733540 -0.979488 0.00 0.01 0.00
H 1.279759 -4.536148 -2.349218 -0.02 0.00 0.00
N 2.825620 0.490417 2.599919 0.20 -0.10 0.07
H 3.625229 0.540402 1.976503 0.03 0.01 0.03
H 2.930855 -0.374441 3.123016 0.05 0.03 0.02
H 2.940271 1.241570 3.274124 0.03 -0.02 0.00
```
Forces are in eV/Å.

Largest force on an atom   3.397 eV/Å
Molecular weight   661.8 g/mol
HOMO energy   -9.714 eV
Total charge   +1
Kohn-Sham gap   0.261 Ha
Multiplicity   1
LUMO level   -2.605 eV

Results of the Mulliken charge analysis, in e, for atoms 1 through 2: atom 1 (Ba): 1.604, atom 2 (C): -1.674